ORCA calculation (ωB97M-V/def2-TZVPD) on a structure of composition C48H112N14O16Pt in a non-equilibrium geometry.

Results
**ΔE to the lowest compared entry with this formula, charge and spin**: 95.21 kJ/mol
**Max |F|**: 5.55 eV/Å
**2S+1**: 3
**Lowest unoccupied orbital energy (alpha / beta)**: -0.14 / -0.14 eV
**Highest occupied orbital energy (alpha / beta)**: -6.2410 / -6.5422 eV

Positions of all 191 atoms, in Å:
Pt 2.03 0.48 3.11
O 1.12 -0.04 1.05
O 1.94 -4.27 2.65
O 2.52 5.96 -3.56
O 1.68 -2.42 -7.21
O 4.91 -1.37 -2.64
O 2.86 1.03 5.10
O 3.76 -0.69 2.52
O -0.52 -8.78 0.02
O 0.57 2.27 3.24
O -3.24 7.54 -4.85
O 3.20 2.37 2.00
O -2.98 1.07 3.46
O -4.12 -6.43 0.04
O -4.17 -1.43 -5.18
O 0.79 -1.00 3.91
O -5.83 4.82 2.47
N 4.67 0.09 -4.31
N 3.91 2.92 -0.19
N 0.70 -7.99 1.71
N -2.56 -4.84 -0.54
N 5.53 -2.10 2.34
N -0.03 4.35 4.07
N 1.25 4.08 -3.14
N -4.18 4.25 1.08
N -0.42 -2.85 -6.41
N -4.90 -0.15 2.97
N -4.42 0.55 -4.07
N -3.84 5.42 -4.22
N 2.57 -4.23 0.45
N -1.25 -1.79 4.59
C -3.04 3.41 0.92
C -0.12 -7.86 0.67
C -4.41 -0.68 1.66
C -1.17 -4.62 -1.06
C 0.52 -2.57 -7.36
C -6.22 -0.63 3.41
C 4.18 -0.81 -3.46
C 3.54 2.11 5.66
C 1.36 -9.21 2.12
C 0.77 2.86 -3.79
C -4.53 5.21 0.03
C 6.03 0.67 -4.42
C -5.57 1.51 -3.77
C -0.16 -1.02 4.72
C 6.39 -3.02 1.67
C 0.72 -7.01 2.75
C -0.14 2.98 3.95
C -2.44 -1.54 5.37
C 1.97 -3.67 1.57
C -3.31 0.51 -3.18
C 0.79 4.40 -1.80
C -0.95 5.09 5.03
C -3.11 -6.06 -0.57
C -0.20 -2.97 -5.01
C 4.50 3.88 -1.13
C 2.02 4.89 -3.87
C -1.30 -2.87 3.63
C 3.41 1.78 -0.82
C 5.03 1.79 5.91
C -3.16 -3.69 0.20
C 3.84 3.11 1.20
C 2.88 2.70 7.02
C -1.84 -2.96 -6.86
C 2.66 -3.45 -0.77
C -0.51 1.48 0.11
C -0.38 -0.91 -0.82
C -3.54 4.07 -4.16
C -4.81 -0.39 -4.90
C -5.28 5.77 -4.07
C 0.94 5.00 3.24
C -0.10 0.03 0.41
C -4.18 0.78 3.67
C -2.91 6.31 -4.68
C 5.88 -1.82 3.79
C -4.86 4.18 2.24
C 4.50 -1.39 1.84
C 3.92 0.54 -5.46
C 3.16 -5.51 0.25
H -5.18 -0.44 0.92
H -0.82 -0.47 1.06
H -4.54 -1.75 1.52
H -4.86 4.92 -0.97
H -6.55 1.09 -3.99
H -0.97 2.52 4.52
H -5.69 2.46 -4.30
H 0.95 4.59 2.23
H -2.49 0.79 -3.84
H -0.67 4.87 6.06
H 5.50 2.75 6.10
H -0.50 -4.37 -0.23
H -2.71 -3.56 1.18
H -0.80 -5.56 -1.47
H 1.15 3.66 -1.09
H -0.31 2.97 -3.86
H -5.77 6.29 -4.89
H -0.75 -2.16 -4.52
H 0.13 -6.17 2.39
H -3.48 1.21 -2.37
H 0.64 6.05 3.22
H 1.61 -2.64 1.42
H 2.35 -2.41 -0.62
H -6.10 -1.71 3.54
H 1.72 -6.68 3.05
H 2.15 -3.85 -1.65
H 3.69 -3.20 -1.01
H 2.79 1.89 -1.71
H -5.98 4.97 -3.80
H -0.73 -2.64 2.73
H 2.76 1.25 -0.12
H 1.85 4.92 3.83
H -0.30 -3.92 -4.48
H -2.53 -2.47 5.93
H -2.12 -2.57 -7.84
H 0.90 -9.81 2.90
H -2.48 -0.61 5.94
H 0.05 -2.52 -8.35
H 4.98 3.57 -2.06
H 2.84 0.39 -5.48
H 0.81 -2.69 -4.69
H -1.98 4.74 4.90
H -1.34 -3.96 -1.91
H -0.29 4.49 -1.66
H 5.69 -0.78 4.06
H -4.20 -4.00 0.17
H -2.48 3.81 -4.23
H -6.96 -0.54 2.62
H -5.56 1.56 -2.68
H -3.84 3.45 -3.32
H 4.22 1.07 -0.99
H 5.53 -2.69 4.34
H -2.27 -2.17 -6.25
H 6.49 -4.05 2.03
H -5.85 -0.18 -5.19
H 4.26 4.03 1.63
H -0.70 2.12 0.97
H -3.35 -1.65 4.78
H 3.36 3.66 7.23
H 0.02 -0.41 -1.70
H -1.87 5.95 -4.78
H -2.28 -3.94 -6.71
H 5.16 1.27 6.87
H 1.86 3.06 6.95
H -3.45 -0.38 1.25
H 0.29 1.87 -0.52
H -0.99 -3.76 4.17
H 3.46 2.94 4.95
H 3.10 -0.93 -3.60
H 3.61 4.42 -1.44
H -0.32 -0.18 5.41
H 1.06 2.68 -4.82
H 1.11 1.98 -3.24
H -0.85 6.16 4.88
H 2.32 -8.89 2.53
H -2.87 -2.81 -0.36
H 3.39 -5.91 1.24
H -5.15 6.04 0.36
H 2.11 4.52 -4.90
H 5.94 1.75 -4.53
H 4.09 1.60 -5.61
H 5.51 1.17 5.15
H -3.60 5.76 -0.12
H 3.02 1.90 7.76
H -2.34 -2.90 3.31
H 6.95 -1.96 3.94
H 4.34 0.23 -6.42
H 7.35 -2.63 1.35
H 4.34 -1.49 0.76
H -1.45 -0.78 -1.00
H -6.64 -0.33 4.37
H 5.88 -3.14 0.72
H 1.58 -9.66 1.16
H 5.06 4.62 -0.56
H -4.05 3.59 -5.00
H -1.40 1.57 -0.52
H 6.53 0.12 -5.21
H 2.53 -6.13 -0.39
H -4.41 3.50 2.98
H -2.51 -6.70 -1.24
H -5.34 6.64 -3.41
H -2.11 3.87 0.59
H 1.18 5.37 -1.50
H -0.31 -6.80 0.45
H -4.83 1.11 4.49
H -3.48 2.75 0.17
H -0.29 -2.00 -0.77
H -2.91 2.90 1.87
H 0.52 -7.33 3.78
H -3.10 -0.41 -2.64
H 6.54 0.40 -3.50
H 4.07 -5.37 -0.32



ORCA calculation (ωB97M-V/def2-TZVPD) on a cluster of 10 separate species, C48H114N14O10 in total in a non-equilibrium geometry.

Results
**ΔE to the lowest compared entry with this formula, charge and spin**: 117.71 kJ/mol
**Max |F|**: 2.27 eV/Å
**Lowest unoccupied orbital energy**: -0.20 eV
**Highest occupied orbital energy**: -8.3715 eV
**Structure (SMILES)**: CC1(C)CCCC(C)(C)N1O.CC1(C)CCCC(C)(C)N1O.CC1(C)CCCC(C)(C)N1O.CC1(C)CCCC(C)(C)N1O.COC[C@H](C)N.COC[C@H](C)N.NC(N)=O.NC(N)=O.NC(N)=O.NC(N)=O

Positions of all 186 atoms, in Å:
O 1.06 -1.82 5.82
O 0.88 2.65 4.08
O 6.62 -2.32 -3.75
O -2.92 3.05 2.63
O -6.83 0.33 0.26
O -6.09 -3.56 5.95
O 2.09 -3.47 1.35
O -0.09 0.22 -5.34
O 4.18 -6.05 -2.91
O -1.55 3.94 -1.78
N 2.22 1.08 5.06
N 0.07 0.54 4.59
N -0.65 4.94 -1.32
N -3.13 5.87 2.59
N 1.19 -2.37 1.31
N 2.07 -5.77 -2.10
N -5.26 -0.99 -0.76
N 3.83 -4.87 -0.98
N -7.50 -1.22 -1.26
N -5.29 -2.62 5.28
N 6.26 -1.19 -4.52
N 0.21 -3.89 6.18
N 1.95 -3.59 4.69
N -1.44 -2.14 -5.78
C -2.24 1.82 2.60
C 1.04 -3.02 5.54
C 6.70 -1.35 -5.90
C -5.92 -2.08 4.05
C -3.56 5.07 3.76
C -3.57 -1.72 3.22
C 0.94 0.01 0.60
C -3.57 -4.40 4.97
C -1.08 -0.14 -4.38
C 8.19 -1.66 -6.12
C 6.46 0.05 -3.76
C -3.87 -2.96 5.44
C -4.95 -1.13 3.39
C 1.34 3.33 -1.53
C 2.76 -0.68 2.09
C -6.47 -3.16 3.11
C -2.78 3.76 3.83
C -0.08 -2.79 0.73
C -2.10 -1.09 -4.98
C 6.03 1.20 -4.64
C 6.31 -0.10 -6.74
C -5.05 4.76 3.55
C -3.04 -1.73 -3.97
C 0.40 1.55 -5.29
C 6.66 1.20 -6.02
C 5.52 -0.03 -2.54
C 1.66 6.55 -1.32
C -0.60 5.99 -2.32
C 5.89 -2.50 -6.51
C -6.54 -0.53 -0.56
C 0.10 -3.44 -0.67
C 1.38 5.51 -0.25
C -2.95 -2.08 4.55
C -0.30 -0.41 -0.14
C -0.76 -3.79 1.65
C -3.50 -2.74 6.90
C 0.37 7.13 -1.93
C 0.52 4.33 -0.70
C -7.12 -1.26 4.60
C -0.17 5.54 -3.74
C 1.03 1.51 4.49
C 2.71 -1.28 -0.38
C -0.91 -1.51 0.72
C 0.05 3.63 0.58
C 3.44 -5.63 -2.06
C 1.91 -1.15 0.94
C 7.90 0.27 -3.24
C -1.99 6.62 -2.44
H -5.76 -3.40 2.30
H 4.81 -2.35 -6.48
H -2.14 6.09 2.65
H -0.06 7.74 -1.13
H -3.37 5.68 4.64
H -2.55 -4.75 5.18
H 8.10 -0.40 -2.39
H -5.64 5.60 3.22
H -2.71 1.18 1.85
H -0.75 -1.68 -6.37
H 8.41 -1.70 -7.18
H 3.17 -2.26 -0.53
H -3.25 5.29 1.76
H -2.00 -1.59 0.70
H 0.82 5.08 -3.71
H 1.62 -6.33 -2.80
H 0.54 -4.79 6.50
H 7.56 -2.22 -3.54
H 2.36 -3.50 2.28
H -1.71 4.00 3.97
H 8.85 -0.88 -5.72
H -7.36 -0.45 3.91
H -0.12 2.16 -4.54
H 2.26 0.10 5.29
H -5.11 -1.66 -1.49
H -8.45 -0.95 -1.10
H 2.84 -3.14 4.60
H 7.75 1.21 -5.92
H -1.47 0.74 -3.84
H -0.21 -0.81 -1.15
H 2.18 -0.72 3.01
H -5.13 3.90 2.89
H -3.84 -2.26 -4.49
H 1.46 1.54 -5.04
H 3.52 -0.55 -0.41
H -2.37 1.30 3.55
H 7.95 1.25 -2.77
H -4.16 -5.09 5.59
H 1.14 -3.45 -0.99
H -1.77 -4.07 1.34
H -6.74 -4.12 3.55
H 4.68 -0.70 -2.66
H -5.27 -0.85 2.38
H -0.90 4.84 -4.17
H -5.00 -0.22 4.00
H -1.05 0.38 -0.12
H 8.52 -2.61 -5.69
H 2.26 3.10 -1.01
H 8.65 0.18 -4.01
H -0.82 -1.17 1.77
H 1.52 -5.10 -1.59
H -3.81 -4.63 3.93
H -2.98 -0.92 2.74
H -6.91 -0.92 5.61
H -0.69 4.23 1.10
H -2.58 6.51 -1.52
H 6.12 -3.44 -5.99
H 5.21 0.99 -2.26
H -4.60 -0.75 -0.05
H 6.18 2.18 -4.16
H 1.50 3.69 -2.55
H -7.37 -2.78 2.63
H -6.05 -4.35 5.39
H 0.70 0.60 1.49
H -2.62 6.14 -3.19
H 2.27 6.10 -2.11
H -0.39 -4.41 -0.75
H 2.08 -1.13 -1.26
H 6.22 -2.68 -7.54
H 4.94 1.22 -4.76
H 0.87 3.37 1.26
H 3.16 -4.57 -0.29
H -2.83 -1.15 5.13
H -1.96 -2.50 4.38
H -0.48 -2.84 -1.39
H -0.49 -0.64 -3.58
H 0.66 7.75 -2.77
H 2.37 5.20 0.10
H -5.49 4.49 4.52
H -8.00 -1.91 4.66
H -0.80 -3.43 2.68
H 6.09 -0.25 -1.63
H -2.71 -0.45 -5.63
H -2.51 -2.50 -3.40
H 0.73 2.43 -1.67
H 3.73 -1.16 2.30
H 6.37 2.07 -6.60
H -3.48 -2.46 2.41
H 2.21 7.36 -0.83
H -0.09 6.42 -4.37
H 3.10 0.36 2.06
H -0.43 2.66 0.39
H 0.30 1.93 -6.31
H -2.22 3.90 -1.09
H -3.88 -3.53 7.54
H -3.45 -0.97 -3.31
H 2.03 -4.60 4.75
H 0.97 5.97 0.66
H 5.26 -0.16 -7.03
H 0.43 -0.39 4.81
H -0.19 -4.72 1.71
H -2.45 -2.48 7.03
H -0.95 -2.69 -5.08
H 3.07 1.59 5.06
H -0.41 -3.50 6.88
H -0.79 0.71 4.11
H 1.49 0.81 0.08
H -1.94 7.68 -2.70
H 4.78 -4.55 -0.91
H 6.98 -0.10 -7.60
H -3.09 3.22 4.74
H -4.03 -1.84 7.23
H -7.27 -1.95 -1.90
H -1.20 1.99 2.29